Entry 1:
Below is a molecular structure, C2H10O5, with properties calculated with ωB97M-V with the def2-TZVPD basis set.

XYZ file:
```
17
Properties=species:S:1:pos:R:3:lowdin_charge:R:1
H 0.53396 0.82302 -1.66340 0.15
O 1.76289 1.14887 -1.31638 -0.09
O -0.49511 0.10170 -1.85085 0.04
H 1.46978 0.50325 -0.50302 0.10
H 2.13845 2.07194 -1.06959 0.13
C -0.73813 -0.57057 -0.80702 -0.55
O 0.25882 -0.50343 0.03390 -0.09
C -2.00401 -1.24624 -0.44834 0.02
H -1.88766 -1.42634 0.73198 0.14
H -2.70820 -0.54615 -0.55686 0.02
H -2.58816 -1.99720 -1.15916 0.15
O 1.10606 2.56563 0.54930 -0.06
H 0.44971 3.19531 0.77832 0.03
H 1.35203 2.03536 1.36339 0.10
O 0.19803 -2.03893 2.18880 -0.06
H 1.01505 -2.40076 2.44297 0.00
H 0.13648 -1.71545 1.28600 -0.04
```

**Frontier orbital gap**: 10.46 eV
**Energy relative to the best compared isomer or geometry (same formula, charge and spin)**: 64.0 kcal per mole

---

Entry 2:
Below is 15 unconnected molecules or ions with the total composition C48H137N11O15, with properties calculated with ωB97M-V with the def2-TZVPD basis set.

XYZ file:
```
211
Properties=species:S:1:pos:R:3:lowdin_charge:R:1
C 2.94112 8.28933 8.26487 -0.18
O 1.61109 7.96012 7.97803 -0.15
H 3.58972 8.29809 7.38010 0.07
H 3.02966 9.27237 8.74313 0.05
H 3.33849 7.55195 8.96507 0.07
H 1.13175 8.76159 7.68622 0.02
C 6.38226 9.73653 12.28568 -0.14
O 6.43214 10.37936 13.55081 -0.15
H 6.08042 8.69078 12.39329 0.08
H 5.67050 10.22744 11.62500 0.07
H 7.35651 9.68777 11.79346 0.08
H 6.39643 9.72616 14.25210 0.08
C 5.82333 14.02768 8.70850 -0.13
O 4.61786 14.05397 7.97602 -0.15
H 5.66187 14.24993 9.76559 0.07
H 6.40179 13.10245 8.67575 0.08
H 6.46554 14.86006 8.39677 0.08
H 4.78726 13.98574 7.03037 0.10
C 3.42495 16.12296 12.42411 -0.15
O 3.11298 15.03151 13.26610 -0.14
H 4.32309 15.90733 11.85070 0.07
H 2.58890 16.37570 11.76477 0.05
H 3.60016 17.00330 13.05440 0.09
H 2.45710 15.31783 13.91322 0.02
C -2.02626 12.81400 8.84958 -0.05
C -3.04024 11.78474 8.38969 -0.41
C -3.51976 12.05796 6.97743 -0.21
O -4.66480 11.28294 6.71863 -0.18
C -5.16866 11.40282 5.42037 -0.11
N -2.39886 10.45996 8.45620 0.05
H -1.64809 12.56586 9.84286 0.07
H -2.43350 13.82501 8.82410 0.07
H -1.13734 12.82876 8.20604 0.07
H -3.92484 11.87499 9.03476 0.14
H -2.66852 11.81826 6.32599 0.12
H -3.84666 13.10523 6.90476 0.13
H -5.55287 12.41547 5.24616 0.09
H -5.97552 10.69207 5.25422 0.09
H -4.40709 11.18483 4.66127 0.07
H -1.92422 10.33772 9.35685 0.04
H -3.13980 9.76300 8.48159 0.09
C 6.53013 14.55024 13.12015 -0.06
C 7.37690 13.87396 14.17912 -0.42
C 6.62209 13.34923 15.40001 -0.22
O 5.80951 14.31794 16.01369 -0.16
C 4.97942 13.72874 16.99157 -0.11
N 8.15572 12.77394 13.53138 0.04
H 7.11498 15.03620 12.34419 0.08
H 5.90014 15.32900 13.55792 0.06
H 5.84642 13.76578 12.77916 0.08
H 8.18007 14.52728 14.53801 0.14
H 7.34916 12.86537 16.06903 0.13
H 5.96038 12.52815 15.07283 0.11
H 4.21681 13.08742 16.53671 0.06
H 4.45349 14.54884 17.48103 0.09
H 5.56071 13.15685 17.72204 0.09
H 7.56600 11.93449 13.51993 0.03
H 8.92886 12.60696 14.16762 0.06
C 3.28482 9.98515 15.76291 -0.06
C 3.11241 9.22665 17.06140 -0.42
C 2.23853 10.02054 18.03341 -0.22
O 2.91756 11.10747 18.58216 -0.21
C 3.67372 10.92674 19.74219 -0.10
N 2.43299 7.92284 16.75875 0.03
H 3.95386 9.45794 15.07713 0.07
H 3.62654 11.01290 15.89353 0.07
H 2.33131 10.08782 15.23510 0.07
H 4.09238 8.97735 17.48489 0.13
H 1.73165 9.36696 18.76140 0.13
H 1.35346 10.35670 17.48210 0.11
H 4.10895 11.87277 20.05134 0.09
H 4.49014 10.20222 19.60259 0.08
H 3.07835 10.49061 20.55581 0.09
H 2.51164 7.35164 17.60130 0.07
H 3.13716 7.46804 16.17248 0.07
C -1.94252 16.76628 8.54947 -0.07
C -2.75232 16.54683 7.24448 -0.42
C -4.09328 17.19719 7.36620 -0.22
O -4.74989 16.83433 8.56751 -0.21
C -5.91256 17.60501 8.80987 -0.11
N -2.01619 17.11326 6.12288 0.05
H -1.90165 17.82969 8.79374 0.08
H -0.92811 16.37876 8.44057 0.05
H -2.38188 16.20572 9.37998 0.06
H -2.78525 15.46472 7.09385 0.12
H -4.76864 16.99518 6.52486 0.13
H -3.94704 18.29030 7.39414 0.13
H -6.56610 17.53456 7.93349 0.09
H -5.67222 18.64410 9.04752 0.09
H -6.39232 17.10341 9.64751 0.09
H -1.85001 18.11233 6.24161 0.08
H -1.04841 16.80570 6.02698 0.03
C 1.96252 10.90191 5.41604 -0.05
C 0.53348 10.95750 5.98104 -0.41
C -0.33697 10.05202 5.12234 -0.22
O -0.45100 10.63471 3.84390 -0.19
C -1.42601 9.98124 3.04119 -0.09
N 0.54997 10.62167 7.39554 0.05
H 2.24378 9.91955 5.01874 0.08
H 2.72968 11.08592 6.17450 0.06
H 2.11072 11.58350 4.57721 0.07
H 0.23061 12.00760 5.83813 0.13
H -1.34726 10.02221 5.56258 0.11
H 0.05561 9.03006 5.09573 0.13
H -2.39144 10.16894 3.51915 0.07
H -1.18745 8.92193 2.92780 0.09
H -1.39908 10.45236 2.06164 0.09
H -0.40412 10.58588 7.74550 0.03
H 1.14554 11.33657 7.82248 0.04
C -3.72009 13.57098 16.52899 -0.05
C -3.00039 14.21600 15.34576 -0.44
C -2.47106 13.21726 14.32129 -0.22
O -1.46949 12.41676 14.89255 -0.22
C -1.12892 11.22343 14.21277 -0.08
N -3.78797 15.27581 14.69745 0.03
H -4.31924 14.31171 17.04783 0.07
H -2.97143 13.08820 17.16009 0.06
H -4.34379 12.73140 16.20168 0.08
H -2.12377 14.72879 15.76237 0.12
H -2.13460 13.70112 13.39323 0.12
H -3.32321 12.58287 14.01607 0.13
H -0.28761 10.77537 14.73467 0.08
H -0.82207 11.50940 13.19606 0.08
H -1.97158 10.53413 14.11160 0.09
H -4.34363 14.81142 13.97541 0.07
H -3.10565 15.82263 14.15514 0.02
C 1.40555 16.14755 16.55124 -0.04
C 1.63929 14.76525 15.94403 -0.40
C 1.44414 13.63511 16.94057 -0.21
O 0.29046 13.83225 17.71680 -0.17
C -0.04005 12.80702 18.61234 -0.10
N 0.67500 14.64804 14.79404 0.07
H 1.85315 16.89226 15.89296 0.07
H 1.91748 16.16550 17.51955 0.08
H 0.35459 16.36052 16.72672 0.08
H 2.65614 14.66671 15.56378 0.11
H 2.31680 13.53811 17.59366 0.10
H 1.30516 12.71882 16.34225 0.13
H -0.89246 13.15887 19.19022 0.09
H 0.74024 12.50634 19.31951 0.08
H -0.33784 11.89003 18.08819 0.08
H -0.14099 14.22686 15.23630 0.04
H 1.03734 13.92527 14.17337 0.05
C -0.21729 7.92394 12.63705 -0.04
C -0.10766 7.93025 11.10565 -0.42
C -0.94778 6.83711 10.45976 -0.22
O -0.42049 5.59948 10.86982 -0.17
C -1.33348 4.54599 10.72688 -0.12
N -0.38764 9.26710 10.54524 0.07
H 0.26338 8.82460 13.02166 0.06
H 0.28597 7.05119 13.04621 0.08
H -1.27878 7.91814 12.89709 0.08
H 0.95004 7.72477 10.89558 0.13
H -0.83212 6.91006 9.36794 0.13
H -2.00417 6.99763 10.71104 0.13
H -0.83690 3.57880 10.71386 0.08
H -1.98887 4.63369 9.85201 0.09
H -2.04269 4.52962 11.57020 0.09
H -0.40394 9.09143 9.54283 0.04
H 0.41349 9.85666 10.73441 0.04
C 3.79728 17.68430 8.05432 -0.05
C 3.13270 16.86360 6.92857 -0.43
C 1.77187 17.40418 6.55194 -0.20
O 0.91194 16.63966 5.71092 -0.21
C 0.86930 15.24972 6.03533 -0.09
N 4.01625 16.98486 5.73533 0.05
H 3.18142 17.65577 8.95720 0.07
H 3.82597 18.72008 7.71317 0.08
H 4.78959 17.27655 8.22734 0.07
H 3.07274 15.82604 7.24823 0.08
H 1.86728 18.36333 6.02994 0.13
H 1.17574 17.71845 7.42487 0.12
H 1.87206 14.82953 5.96124 0.08
H 0.19072 14.77762 5.32876 0.10
H 0.49496 15.08747 7.05363 0.07
H 4.95026 17.21839 6.04065 0.05
H 3.69746 17.70570 5.10420 0.07
C 1.54410 14.45012 9.74726 -0.03
C 2.13934 13.09210 10.12007 -0.41
C 1.16156 12.31313 10.97877 -0.18
O 1.75941 11.17592 11.58691 -0.20
C 2.73310 11.43322 12.56574 -0.09
N 2.49793 12.36174 8.90556 0.06
H 1.29254 14.86502 10.72705 0.06
H 0.60698 14.39339 9.18707 0.06
H 2.28097 15.01444 9.18005 0.07
H 3.07282 13.30989 10.65371 0.12
H 0.42099 11.93944 10.26394 0.10
H 0.58729 12.91178 11.69337 0.12
H 2.25294 11.79543 13.48961 0.08
H 3.43124 12.25058 12.35012 0.08
H 3.29441 10.52007 12.74343 0.08
H 2.75902 11.40499 9.13487 0.06
H 3.31203 12.78124 8.44708 0.05
C -0.53818 16.96063 11.45821 -0.06
C -1.41990 17.81212 12.35487 -0.41
C -2.77656 18.23821 11.78998 -0.20
O -3.42756 18.98224 12.80630 -0.20
C -4.79725 18.68625 12.95372 -0.10
N -1.65258 17.11486 13.62968 0.05
H 0.40542 16.76625 11.96335 0.06
H -0.32397 17.53825 10.55116 0.07
H -1.03334 16.05258 11.11200 0.07
H -0.93255 18.79141 12.49806 0.14
H -3.36603 17.34561 11.54302 0.12
H -2.67687 18.88328 10.91036 0.13
H -5.31887 18.79067 11.99335 0.08
H -5.23921 19.42560 13.61921 0.09
H -4.97984 17.67900 13.33801 0.08
H -0.75639 16.88508 14.05426 0.06
H -2.06690 17.84542 14.20824 0.09
```

**Frontier orbital gap**: 8.97 eV
**Energy relative to the best compared isomer or geometry (same formula, charge and spin)**: 12.4 kcal per mole

---

Entry 3:
Below is 2 unconnected molecules or ions with the total composition C5H16N2O, with properties calculated with ωB97M-V with the def2-TZVPD basis set.

XYZ file:
```
24
Properties=species:S:1:pos:R:3:lowdin_charge:R:1
C -0.13846 0.68487 -0.77174 -0.13
N -0.71566 0.64169 0.56221 -0.26
C -0.16065 1.62932 1.54158 -0.08
C -0.93724 -0.60011 1.27696 -0.20
C 0.37604 -1.51135 1.21040 -0.26
N 0.96296 -1.83113 -0.07954 -0.17
C 1.78673 -2.97831 0.20534 -0.16
H 0.89254 0.22292 -1.04363 0.09
H -0.12853 1.72887 -1.05758 0.06
H -0.84151 0.17246 -1.47337 0.08
H -0.85899 2.44377 1.52858 0.08
H -0.22070 1.29413 2.51751 0.04
H 0.88270 1.82661 1.33680 0.08
H -1.33313 -0.43278 2.21495 0.08
H -1.69018 -1.16906 0.65492 0.12
H 0.10686 -2.45423 1.79587 0.11
H 0.98743 -0.86612 1.88943 0.12
H 0.21018 -2.01418 -0.75975 0.11
H 2.02612 -3.20592 1.30738 0.11
H 1.08946 -3.76076 -0.13870 0.07
H 2.56158 -2.94821 -0.59963 0.08
H -1.65784 3.01708 -3.77681 -0.02
H -1.06585 4.41516 -3.09158 0.13
O -1.03122 3.33873 -3.18229 -0.10
```

**Frontier orbital gap**: 8.33 eV
**Energy relative to the best compared isomer or geometry (same formula, charge and spin)**: 82.3 kcal per mole
**SMILES**: CNCCN(C)C.O

---

Entry 4:
Below is a single C16H21N3O5S molecule, with properties calculated with ωB97M-V with the def2-TZVPD basis set.

XYZ file:
```
46
Properties=species:S:1:pos:R:3:lowdin_charge:R:1
O -2.38613 -1.08442 -0.75822 0.08
O 0.80289 -4.12289 2.04530 -0.31
O -1.39175 -3.01731 1.88646 -0.30
O -3.06182 -3.20277 -0.81272 0.11
O 2.16287 0.95902 1.38112 -0.11
C 0.61121 2.49669 -0.44072 -0.01
C 0.13555 2.17443 0.81804 -0.15
C 0.53526 -3.30724 -3.15271 -0.06
C 1.53540 -3.77756 -2.31299 -0.05
C -0.65841 -2.77365 -2.68854 0.02
C 1.31491 -3.68673 -0.94328 -0.05
C -0.90269 -2.73340 -1.32347 -0.18
C 0.10240 -3.13191 -0.42750 -0.15
N -1.82788 3.61522 0.38404 -0.21
N 0.78421 -1.49628 1.74060 -0.18
N -2.17595 -2.31136 -0.93589 -0.32
C -2.85209 2.77598 -0.30051 -0.08
C -1.02631 2.91884 1.42683 -0.14
C 2.80937 -0.16058 2.00985 -0.16
C 0.00247 3.60161 -1.24867 -0.20
C 0.76944 1.03734 1.63330 -0.28
C 2.25694 -1.49249 1.51974 -0.18
C -0.97055 4.47508 -0.45358 -0.19
C 0.06064 -0.28648 1.23601 -0.12
S 0.00443 -3.05039 1.40143 0.77
H 1.43384 1.95598 -0.89136 0.11
H 0.67846 -3.39572 -4.21913 0.11
H 2.42897 -4.23893 -2.76016 0.12
H -1.40155 -2.45458 -3.41008 0.13
H 2.10709 -4.02446 -0.30412 0.11
H -2.38490 2.10950 -1.08796 0.08
H -3.61372 3.37360 -0.83256 0.08
H -3.37806 2.14694 0.42806 0.08
H -0.64064 3.62938 2.20190 0.13
H -1.67074 2.24136 1.99442 0.12
H 2.58481 -0.12028 3.06102 0.12
H 3.88267 -0.09522 1.82891 0.13
H -0.51695 3.16699 -2.13471 0.11
H 0.78323 4.22657 -1.66637 0.10
H 0.68259 1.26156 2.71346 0.16
H 2.55948 -1.59971 0.47073 0.11
H 2.72407 -2.31520 2.08170 0.13
H -0.39380 5.11371 0.21595 0.11
H -1.50913 5.14961 -1.14386 0.12
H -0.96036 -0.27011 1.62773 0.13
H -0.02975 -0.27973 0.14248 0.11
```

**Frontier orbital gap**: 7.56 eV
**Energy relative to the best compared isomer or geometry (same formula, charge and spin)**: 184.2 kcal per mole
**SMILES**: CN1CCC=C([C@H]2CN(S(=O)(=O)c3ccccc3[N+](=O)[O-])CCO2)C1